Record 1
The following is a DFT calculation (ωB97M-V/def2-TZVPD) of C26H18N8O7RuSTe as an isolated structure.

```
62
Properties=species:S:1:pos:R:3:forces:R:3:lowdin_spin:R:1
Ru -0.7472 0.4009 -0.1382 -0.3 0.9 -0.1 1.221
O 1.1844 1.9012 3.6728 -0.1 0.2 0.0 0.000
C 2.1010 0.9327 3.6129 0.0 -0.4 -0.1 0.001
C 3.3628 1.1774 4.1617 -0.1 0.1 0.1 0.000
C 4.3556 0.2266 4.0950 -0.1 0.0 0.0 0.001
C 4.1085 -1.0075 3.5030 0.1 -0.3 0.0 0.000
C 2.8633 -1.2818 2.9829 0.0 0.1 0.0 0.001
C 1.8483 -0.3223 3.0197 0.1 0.3 0.1 0.000
C 0.5986 -0.5426 2.2947 -0.7 -0.8 -0.3 0.008
O -0.2284 0.4006 2.1295 -0.2 0.3 -0.8 0.002
N 0.3681 -1.7697 1.7828 0.9 -0.9 0.6 0.010
N -0.5197 -1.7373 0.8251 -0.4 1.0 -0.7 0.079
C -1.0649 -2.7536 0.2459 0.7 -0.1 0.8 0.000
C -1.9727 -2.4513 -0.8241 -0.4 0.3 -0.4 0.000
C -2.4494 -3.4075 -1.7290 0.1 0.2 0.3 -0.002
C -3.3605 -3.0298 -2.6916 -0.1 0.4 0.0 0.000
C -3.7960 -1.7077 -2.7251 -0.1 -0.4 0.2 -0.003
C -3.2622 -0.8116 -1.8171 -0.5 0.2 -0.1 0.000
N -2.3591 -1.1585 -0.9072 1.0 0.7 0.3 -0.007
H 0.4127 1.6310 3.1158 0.2 0.0 0.1 0.000
H 3.5383 2.1352 4.6239 0.0 0.2 0.0 0.000
H 5.3343 0.4508 4.4940 0.1 0.0 0.0 0.000
H 4.8963 -1.7438 3.4472 0.1 -0.1 0.0 0.000
H 2.6463 -2.2331 2.5180 0.0 0.0 0.0 0.000
H -0.8731 -3.7809 0.5455 0.1 0.0 0.0 0.002
H -2.0812 -4.4211 -1.6741 0.0 -0.1 0.1 0.000
H -3.7316 -3.7500 -3.4060 0.0 0.0 -0.1 0.000
H -4.5250 -1.3849 -3.4480 -0.1 0.1 -0.1 0.000
H -3.5772 0.2255 -1.8043 0.1 -0.1 0.0 -0.001
C 2.2660 -2.2537 -0.9704 0.0 0.0 -0.2 0.000
C 2.5354 -0.8737 -0.5181 0.0 -0.1 0.1 0.001
N 1.6651 0.1029 -0.3543 -0.5 -0.1 0.0 0.030
C 2.3752 1.2158 0.0030 0.6 0.1 0.0 0.001
C 3.7175 0.8966 0.0602 -0.5 0.2 0.0 0.001
N 3.7823 -0.4330 -0.2665 0.0 0.3 0.0 0.001
C 4.9717 1.6327 0.3447 -0.1 -0.1 0.0 0.000
O 4.8787 2.9241 0.5173 -0.2 0.3 0.1 0.000
O 6.0218 1.0218 0.3849 0.0 0.0 -0.1 0.000
C 1.6938 2.5237 0.2823 0.8 -0.4 -0.1 0.000
O 2.4079 3.5201 0.4894 0.1 0.2 0.0 0.000
O 0.4436 2.5030 0.2885 -0.8 -1.1 -0.2 -0.012
H 1.2692 -2.5634 -0.6747 0.0 0.0 0.1 0.000
H 3.0081 -2.9356 -0.5638 0.0 -0.1 0.1 0.000
H 2.3002 -2.2791 -2.0628 0.1 -0.1 0.3 0.000
H 4.6467 -0.9533 -0.2973 -0.1 0.1 0.0 0.000
H 3.8930 3.2551 0.5032 0.2 -0.3 0.0 0.000
Te -2.1814 2.6829 0.3418 -0.4 -0.1 0.0 -0.279
C -4.3065 2.7602 0.2787 0.2 -0.3 0.4 -0.016
C -5.1580 2.8013 -0.7889 0.3 0.0 -0.1 -0.020
C -6.5067 3.0204 -0.4386 -0.3 0.0 0.0 -0.001
C -6.6829 3.1406 0.9022 0.3 0.0 0.5 -0.021
S -5.1940 2.9847 1.7550 -0.1 -0.1 -0.7 -0.006
H -4.8184 2.6942 -1.8047 0.1 0.0 -0.2 0.000
H -7.3093 3.0973 -1.1533 -0.1 0.0 -0.1 0.000
H -7.5926 3.3111 1.4452 -0.2 0.1 0.0 -0.001
O -0.6012 0.9745 -2.1684 1.1 -0.9 0.3 0.007
N -1.2956 0.5276 -3.1383 -1.4 -0.5 -1.2 0.007
C -0.8954 -0.4703 -3.9234 0.2 1.9 1.8 -0.002
C -1.7207 -0.9012 -4.9657 -1.1 -0.2 -1.2 0.000
N -2.3593 -1.3075 -5.8351 0.1 0.1 0.2 -0.001
C 0.3299 -1.1343 -3.8215 1.8 -0.7 0.5 0.000
N 1.3474 -1.6747 -3.7566 -0.5 0.3 -0.4 -0.001
```
Positions in Å, forces in eV/Å.

Its expectation value of S² is 1.011. Its HOMO energy (spin up / spin down) is -5.141 / -5.269 eV. The total charge is -1. The spin multiplicity is 2.

Record 2
The following is a DFT calculation (ωB97M-V/def2-TZVPD) of C26H19Br2Cl2N2OSY as an isolated structure.

```
54
Properties=species:S:1:pos:R:3:forces:R:3:nbo_charge:R:1
Y -0.6704 -1.2520 0.0940 -0.5 0.6 -1.3 1.746
C -3.0646 -2.6873 -1.8111 0.2 0.1 0.2 -0.344
C -1.7709 -2.7859 -2.3626 0.0 0.2 0.1 -0.291
C -0.9059 -3.2916 -1.3734 -0.1 -0.8 -0.5 -0.449
C -1.6592 -3.4714 -0.1913 -0.4 -1.2 -0.1 -0.489
C -2.9902 -3.0998 -0.4687 -0.1 0.2 0.1 -0.279
H -3.9560 -2.3584 -2.3318 0.0 0.0 0.0 0.218
H -1.4983 -2.5768 -3.3885 0.0 0.0 0.0 0.220
H 0.0955 -3.6598 -1.5348 0.2 0.1 0.0 0.251
H -1.3240 -4.0015 0.6891 0.1 0.1 0.1 0.259
H -3.8115 -3.1413 0.2339 0.0 0.0 0.0 0.227
Cl 1.1103 -0.3833 -1.8411 0.2 0.1 -0.3 0.045
C 2.7284 -0.9037 -1.3537 -0.1 0.1 -0.1 -0.073
C 3.7219 -0.5819 -2.2597 0.0 0.0 0.0 -0.223
C 5.0217 -0.9519 -1.9786 0.1 0.0 0.0 -0.219
C 5.2865 -1.6331 -0.8019 0.0 0.0 0.0 -0.211
C 4.2653 -1.9376 0.0827 0.1 0.0 0.0 -0.082
Cl 4.7098 -2.7873 1.5275 -0.1 0.0 0.0 0.026
C 2.9200 -1.5855 -0.1490 -0.1 0.0 0.1 -0.084
S 1.6618 -1.9762 1.0085 0.8 -0.1 0.0 -0.335
H 3.4725 -0.0523 -3.1702 0.0 0.0 0.1 0.228
H 5.8197 -0.7144 -2.6703 0.0 0.0 0.0 0.223
H 6.2954 -1.9367 -0.5564 0.0 0.0 0.0 0.232
Br -1.8790 -2.0341 4.8670 0.0 0.0 0.0 0.089
C -0.9218 -0.5472 4.2210 0.0 0.1 0.3 -0.148
C -0.2824 0.3007 5.1497 -0.1 -0.2 0.0 -0.208
C 0.4132 1.3870 4.7256 0.1 0.1 -0.1 -0.119
Br 1.2383 2.5033 6.0138 0.0 0.0 0.0 0.060
C 0.5261 1.6752 3.3431 0.1 0.1 -0.1 -0.040
C 1.2481 2.7659 2.8043 0.0 0.0 0.2 -0.122
C 1.3171 2.9402 1.4549 0.0 0.0 -0.1 -0.271
C 0.6798 2.0099 0.6167 0.1 0.0 -0.1 0.090
N 0.0019 0.9886 1.0719 -0.2 -0.2 0.4 -0.505
C -0.1081 0.8101 2.4298 0.1 0.1 -0.3 0.112
C -0.8754 -0.3203 2.8671 -0.3 -0.2 -0.3 0.304
O -1.4902 -1.0837 1.9718 0.1 0.5 1.6 -0.854
H -0.3555 0.0806 6.2059 0.0 0.0 0.0 0.243
H 1.7460 3.4525 3.4765 0.0 0.0 0.0 0.234
H 1.8648 3.7656 1.0201 0.0 0.0 0.0 0.228
H 0.7424 2.1083 -0.4613 0.0 0.0 0.0 0.211
N -2.6680 0.1477 -0.5445 0.1 0.5 -0.2 -0.902
C -2.3333 1.2393 -1.4068 0.0 -0.1 0.1 0.225
C -2.0542 0.9991 -2.7484 0.0 0.0 0.0 -0.291
C -1.6349 2.0427 -3.5634 0.0 0.0 0.0 -0.173
C -1.4894 3.3254 -3.0507 0.0 0.0 0.1 -0.240
C -1.7748 3.5584 -1.7104 0.0 0.0 0.0 -0.189
C -2.1916 2.5204 -0.8888 0.0 0.1 0.0 -0.276
H -3.2459 -0.5574 -0.9907 0.0 0.0 -0.1 0.426
H -3.1125 0.4554 0.3120 0.0 0.0 0.1 0.406
H -2.1621 -0.0050 -3.1444 0.0 0.0 0.0 0.235
H -1.4204 1.8477 -4.6076 0.0 0.0 0.0 0.219
H -1.1638 4.1366 -3.6900 0.0 0.0 0.0 0.220
H -1.6711 4.5551 -1.2974 0.0 0.0 0.0 0.219
H -2.4013 2.7019 0.1604 0.0 0.0 0.0 0.220
```
Positions in Å, forces in eV/Å.

As for the energy above the lowest of the compared OMol25 structures with the same formula, charge and spin: 97.0 kJ/mol. Its HOMO energy is -7.897 eV.

Record 3
The following is a DFT calculation (ωB97M-V/def2-TZVPD) of C26H19BrN7O5SZr as an isolated structure.

```
60
Properties=species:S:1:pos:R:3:forces:R:3:nbo_charge:R:1
Zr -0.5096 -0.1614 0.1646 0.4 -0.3 -0.7 2.231
Br -5.3797 -4.5426 2.9602 0.0 0.0 0.0 0.068
C -4.6192 -3.3291 4.1935 -0.1 0.1 0.1 -0.082
C -3.2804 -3.4509 4.5296 -0.1 -0.1 -0.1 -0.245
C -2.7108 -2.5472 5.4078 0.0 0.0 0.0 -0.167
C -3.4909 -1.5339 5.9471 -0.3 0.2 0.1 0.030
C -4.8501 -1.4639 5.6687 0.1 -0.1 -0.1 -0.200
C -5.4184 -2.3478 4.7648 0.1 -0.1 0.0 -0.225
N -2.9940 -0.5686 6.8925 -0.4 -0.5 0.2 -0.084
N -1.9829 0.0873 6.6617 0.4 0.5 -0.3 -0.094
C -1.3331 -0.0072 5.3772 0.2 0.0 0.1 0.069
C -0.0261 -0.4075 5.3459 -0.1 0.0 -0.2 -0.191
C 0.6519 -0.5829 4.1197 -0.3 0.0 0.0 -0.196
C 0.0086 -0.3263 2.9409 0.2 0.1 0.2 0.287
O 0.6073 -0.5085 1.7290 -0.3 0.2 0.3 -0.805
C -1.3084 0.2187 2.9620 0.2 0.1 0.3 0.118
N -1.8519 0.6108 1.7680 0.0 -0.1 0.5 -0.569
C -3.0421 1.1753 1.7491 -0.1 0.1 -0.1 0.122
C -3.7769 1.4129 2.9163 0.1 0.0 -0.1 -0.251
C -3.2502 1.0297 4.1221 0.1 -0.1 0.0 -0.093
C -1.9875 0.4010 4.1783 0.0 0.0 0.1 -0.022
H -2.6858 -4.2483 4.1100 0.0 -0.1 0.0 0.233
H -1.6687 -2.6420 5.6729 0.0 0.0 0.0 0.227
H -5.4532 -0.7105 6.1562 0.0 0.0 0.0 0.237
H -6.4683 -2.2858 4.5214 0.0 0.0 0.0 0.239
H 0.4770 -0.6348 6.2741 0.0 0.0 0.1 0.244
H 1.6732 -0.9323 4.1012 0.1 0.0 0.0 0.243
H -3.4246 1.4776 0.7767 0.0 0.0 0.1 0.217
H -4.7354 1.9046 2.8505 0.0 0.0 0.0 0.244
H -3.7868 1.2338 5.0371 0.0 0.0 0.1 0.241
C -2.3401 0.5627 -4.2506 -0.1 0.0 0.0 -0.258
O -0.9131 0.4244 -4.0573 0.2 -0.1 0.1 -0.457
C -0.5063 0.1785 -2.8445 0.3 0.1 -0.2 0.933
O -1.2662 0.0432 -1.8689 -0.3 0.1 -0.4 -0.728
N 0.8291 0.1006 -2.7265 0.0 0.0 -0.1 -0.437
N 1.3913 -0.1825 -1.4657 0.2 -0.1 -0.2 -0.665
H -2.4512 0.7758 -5.3077 0.0 0.0 0.0 0.224
H -2.7073 1.3882 -3.6440 0.0 -0.1 0.0 0.207
H -2.8334 -0.3701 -3.9847 0.0 0.1 0.0 0.205
H 1.4136 0.1544 -3.5532 -0.1 0.0 0.2 0.427
H 2.0834 0.5399 -1.2508 -0.2 -0.2 0.0 0.414
H 1.8170 -1.1220 -1.5185 -0.1 0.3 0.1 0.431
O 1.4130 -3.1478 -1.9838 0.0 0.0 0.1 -0.557
C 0.3999 -3.2680 -1.3371 0.1 0.0 0.0 0.692
N -0.1632 -2.2452 -0.5714 -0.1 -0.1 0.0 -0.766
C -1.3389 -2.6549 -0.0890 -0.2 0.1 0.1 0.677
O -2.0327 -1.7859 0.5114 0.0 0.0 -0.1 -0.678
C -1.6028 -4.0642 -0.4217 0.0 -0.1 0.0 -0.093
C -2.6312 -4.9303 -0.1126 0.1 0.0 -0.1 -0.172
C -2.5335 -6.2230 -0.6248 0.1 0.0 0.0 -0.182
C -1.4537 -6.6102 -1.4115 0.0 0.0 0.0 -0.169
C -0.4204 -5.7247 -1.7225 -0.1 0.1 0.1 -0.151
C -0.5177 -4.4507 -1.2087 0.0 -0.1 0.0 -0.136
H -3.4697 -4.6261 0.4979 0.0 0.0 0.0 0.245
H -3.3112 -6.9397 -0.4071 0.0 0.0 0.0 0.234
H -1.4135 -7.6221 -1.7899 0.0 0.0 0.0 0.234
H 0.4180 -6.0241 -2.3331 0.1 0.0 0.0 0.243
S -0.0420 2.3612 -0.3523 0.0 0.0 0.3 -0.245
C 0.3675 2.6321 1.2717 -0.2 0.0 -0.4 0.048
N 0.5941 2.7644 2.3942 0.1 0.1 0.2 -0.348
```
Positions in Å, forces in eV/Å.

As for the energy above the lowest of the compared OMol25 structures with the same formula, charge and spin: 56.8 kJ/mol. Its HOMO energy is -10.715 eV. The total charge is +1.

Record 4
The following is a DFT calculation (ωB97M-V/def2-TZVPD) of C26H19IrN9O8 as an isolated structure.

```
63
Properties=species:S:1:pos:R:3:forces:R:3:lowdin_spin:R:1
Ir 0.3011 0.2679 -0.2752 -0.3 1.7 0.8 1.635
O 2.0449 -3.5231 3.0023 0.0 -0.1 0.1 0.209
C 2.9295 -2.6239 3.2587 0.0 0.0 0.0 0.170
C 3.8473 -2.8966 4.3236 0.0 0.0 0.0 0.158
C 4.7983 -1.9749 4.6506 0.0 0.0 0.0 0.021
C 4.8621 -0.7679 3.9375 0.0 0.0 0.0 0.283
C 3.9621 -0.4849 2.8817 -0.1 0.0 -0.1 0.070
C 3.0036 -1.3857 2.5202 0.0 -0.1 0.1 0.102
C 2.0288 -1.0723 1.4577 0.1 0.3 -0.1 0.116
O 2.0542 0.0738 0.8917 1.1 -0.8 0.8 0.251
N 1.1300 -2.0203 1.1596 -0.1 -0.1 -0.1 0.135
N 0.1971 -1.5503 0.3569 0.1 0.1 0.0 0.399
C -0.8779 -2.3244 -0.1437 -0.1 0.0 0.0 0.394
C -1.7037 -1.6623 -1.0354 -0.1 0.1 -0.1 0.067
C -2.8608 -2.2461 -1.6158 0.1 -0.1 0.1 0.159
C -3.6359 -1.5111 -2.4752 0.0 0.1 0.0 0.018
C -3.2722 -0.1939 -2.7732 -0.1 0.0 0.0 0.178
C -2.1309 0.3408 -2.1907 0.0 -0.2 0.1 0.054
N -1.3625 -0.3467 -1.3585 -1.4 -1.1 -1.0 0.231
H 1.4524 -3.1987 2.2466 0.0 0.0 -0.1 0.002
H 3.7430 -3.8412 4.8408 0.0 0.0 0.0 0.004
H 5.4953 -2.1659 5.4543 0.0 0.0 0.0 -0.003
H 5.6105 -0.0316 4.1990 0.0 0.0 0.0 0.012
H 4.0232 0.4589 2.3577 0.0 0.0 0.0 0.001
H -1.0282 -3.3357 0.2031 0.0 0.0 0.0 0.016
H -3.1137 -3.2662 -1.3606 0.0 0.0 0.0 0.005
H -4.5232 -1.9437 -2.9162 0.0 0.0 0.0 -0.003
H -3.8650 0.4163 -3.4387 0.0 0.0 0.0 0.009
H -1.8274 1.3613 -2.3890 0.0 0.0 0.0 0.001
N 1.4111 3.6215 -2.4792 -0.4 -0.8 0.6 -0.002
C 0.6491 4.3444 -1.5880 -0.2 -0.3 0.3 0.003
C 0.1099 3.4461 -0.6937 0.2 0.6 -0.4 -0.001
N 0.5323 2.1978 -1.0291 0.8 0.0 -1.2 0.003
C 1.3292 2.3135 -2.1214 -0.9 1.1 1.1 0.001
C 1.8672 1.1024 -2.6371 0.4 -1.5 -0.4 0.010
N 1.5180 -0.0401 -2.0108 1.0 0.8 -1.1 0.074
C 2.1454 -1.0625 -2.6625 0.4 0.2 -0.5 0.005
C 2.8803 -0.5456 -3.7003 -0.2 -0.1 0.3 0.007
N 2.6962 0.8183 -3.6727 -0.5 -0.2 0.6 0.002
H 1.9273 4.0134 -3.2487 0.0 0.0 -0.1 0.000
H 0.5559 5.4139 -1.6609 0.0 0.0 0.0 0.000
H -0.5385 3.6129 0.1491 0.0 0.0 0.0 0.000
H 2.0291 -2.0899 -2.3630 0.0 0.0 0.0 0.000
H 3.4998 -1.0224 -4.4395 0.0 0.0 0.0 0.001
H 3.1168 1.4720 -4.3119 0.0 0.0 0.0 0.001
O -0.1828 -0.1496 2.8741 0.0 0.1 0.0 0.023
C -0.9807 0.6360 2.3969 -0.1 0.0 0.2 0.012
O -0.9610 1.0472 1.1494 0.1 0.3 0.1 0.159
C -2.0922 1.2352 3.2073 0.1 -0.1 -0.1 0.004
C -3.0732 2.0096 2.6054 0.0 0.0 0.1 0.001
C -4.0803 2.5326 3.3929 0.2 -0.2 0.0 0.000
C -4.1495 2.3168 4.7539 0.0 0.0 0.1 0.000
C -3.1536 1.5377 5.3240 0.1 0.3 -0.9 0.000
C -2.1268 0.9917 4.5725 -0.1 0.0 0.1 0.001
N -3.1879 1.2933 6.7387 -0.4 -1.3 3.6 0.000
O -2.3231 0.5745 7.2548 -0.3 0.8 -1.4 0.000
O -4.1187 1.7205 7.4233 0.6 0.2 -1.6 0.000
N -5.1200 3.3570 2.7449 0.5 -0.3 0.1 0.000
O -5.9828 3.8032 3.4354 -0.9 0.4 0.9 0.000
O -5.0214 3.5311 1.5588 0.2 0.0 -1.1 0.000
H -3.0656 2.2057 1.5455 0.0 0.0 0.0 0.000
H -4.9480 2.7381 5.3484 0.0 0.0 0.0 0.000
H -1.3658 0.3843 5.0405 0.0 0.0 0.0 0.000
```
Positions in Å, forces in eV/Å.

As for the energy above the lowest of the compared OMol25 structures with the same formula, charge and spin: 68.7 kJ/mol. Its expectation value of S² is 8.812. Its HOMO energy (spin up / spin down) is -12.146 / -14.388 eV. The total charge is +2. The spin multiplicity is 6.

Number 1: energy -2727.45942 hartree. Number 2: energy -7692.02411 hartree. Number 3: energy -4780.91875 hartree. Number 4: energy -2200.44667 hartree.